(1)
{"formula": "C31H89AsCl8F6O32P5", "method": "ωB97M-V with the def2-TZVPD basis set", "relative_energy_ev": 0.325, "homo_lumo_gap_ev": 9.1, "charge": -1, "max_force_ha_per_bohr": 0.0969, "elements": ["H", "O", "O", "O", "C", "C", "H", "H", "C", "H", "H", "O", "H", "H", "H", "C", "P", "C", "H", "H", "C", "C", "O", "C", "H", "H", "C", "O", "C", "H", "H", "O", "Cl", "O", "C", "H", "H", "P", "H", "H", "H", "O", "C", "O", "H", "H", "H", "H", "O", "H", "H", "C", "H", "O", "As", "C", "O", "F", "H", "H", "C", "O", "H", "F", "O", "H", "C", "O", "H", "H", "Cl", "O", "Cl", "C", "C", "O", "O", "H", "H", "C", "H", "H", "C", "C", "H", "O", "C", "H", "H", "Cl", "C", "P", "H", "Cl", "H", "H", "H", "H", "H", "H", "H", "H", "H", "H", "O", "O", "O", "H", "H", "H", "H", "P", "F", "H", "C", "H", "O", "Cl", "H", "O", "O", "H", "H", "F", "H", "H", "H", "H", "H", "H", "C", "H", "C", "C", "H", "H", "H", "H", "P", "H", "Cl", "H", "O", "F", "F", "H", "C", "H", "O", "H", "H", "H", "H", "H", "Cl", "H", "H", "O", "O", "C", "H", "H", "H", "C", "H", "H", "H", "C", "O", "H", "O", "H"], "coordinates": [[-11.870, -0.930, 11.327], [-24.119, -6.978, 9.964], [-29.385, -2.701, 14.192], [-25.008, -4.702, 15.586], [-23.725, -4.795, 7.882], [-20.924, -6.733, 8.345], [-22.834, -2.804, 15.017], [-13.906, -4.118, 15.687], [-28.274, -3.420, 14.691], [-25.402, -5.491, 18.806], [-17.943, -7.293, 4.752], [-22.075, -14.065, 15.106], [-15.309, -4.771, 15.144], [-23.408, -5.003, 6.860], [-22.313, -10.499, 11.078], [-19.001, -7.053, 4.860], [-16.077, -7.197, 11.467], [-21.262, -10.211, 11.116], [-10.815, -2.381, 11.377], [-24.035, -9.098, 17.501], [-17.683, -5.100, 12.219], [-20.120, -9.308, 16.286], [-19.406, -13.457, 15.440], [-19.940, -0.674, 8.888], [-17.745, -14.273, 10.331], [-25.773, -3.195, 17.208], [-21.587, -12.892, 14.560], [-15.178, -2.844, 12.144], [-14.629, -3.959, 14.886], [-24.718, -6.547, 16.694], [-18.576, -8.801, 13.480], [-19.649, 0.110, 10.050], [-22.019, -2.569, 21.061], [-23.972, -8.871, 16.570], [-11.840, -2.014, 11.439], [-19.139, -0.539, 8.161], [-25.232, -10.212, 15.889], [-20.809, -12.720, 10.198], [-25.054, -2.047, 14.349], [-20.115, -9.706, 15.271], [-15.406, -1.196, 10.980], [-14.561, -7.646, 11.976], [-28.589, -4.876, 14.203], [-17.552, -7.384, 7.426], [-19.200, -3.482, 8.247], [-23.563, -12.229, 10.080], [-21.173, -2.309, 9.612], [-17.446, -7.480, 13.929], [-13.866, -4.354, 13.741], [-23.121, -8.032, 11.543], [-20.780, -6.101, 9.221], [-22.981, -1.847, 14.516], [-27.759, -5.570, 14.073], [-19.582, -7.609, 5.984], [-21.353, -5.818, 14.372], [-15.512, -2.280, 10.932], [-29.234, -4.827, 12.918], [-21.742, -7.414, 13.676], [-20.598, -10.131, 7.656], [-20.848, -0.315, 8.404], [-24.100, -7.921, 11.077], [-24.527, 0.011, 14.073], [-15.110, -2.761, 10.040], [-22.870, -5.122, 13.747], [-19.606, -13.651, 10.743], [-24.127, -2.630, 19.891], [-24.146, -9.698, 14.274], [-20.018, -3.027, 8.034], [-21.726, -12.104, 15.300], [-29.163, -5.605, 12.360], [-22.578, -1.829, 18.355], [-17.087, -8.283, 12.012], [-18.337, -8.979, 16.490], [-24.361, -1.273, 14.679], [-20.179, -2.207, 9.175], [-16.136, -7.053, 9.973], [-12.717, -2.440, 12.583], [-14.954, -2.925, 14.778], [-19.599, -11.508, 7.588], [-25.301, -5.627, 16.655], [-18.879, -15.360, 9.647], [-19.099, -5.970, 4.787], [-19.775, -10.558, 7.083], [-23.259, -1.976, 19.963], [-22.196, -1.287, 15.024], [-20.375, -11.253, 10.675], [-25.051, -4.854, 17.994], [-21.109, -9.269, 10.590], [-23.705, -1.064, 20.359], [-20.250, -6.448, 19.249], [-24.163, -10.043, 15.764], [-18.827, -8.135, 7.207], [-17.555, -4.019, 12.184], [-18.259, -2.589, 15.741], [-19.918, -14.144, 15.873], [-20.192, 0.893, 9.931], [-17.047, -9.263, 13.890], [-19.493, -2.875, 13.668], [-24.175, -0.150, 13.194], [-14.849, -7.323, 14.023], [-22.924, -4.984, 8.596], [-12.349, -2.189, 10.491], [-13.395, -6.784, 13.394], [-20.996, -9.837, 12.105], [-16.510, -5.806, 12.219], [-25.690, -3.577, 18.085], [-25.086, -4.714, 10.665], [-19.422, -7.533, 3.976], [-27.291, -3.082, 14.363], [-16.511, -2.590, 10.626], [-24.740, -10.471, 13.786], [-25.366, -5.977, 9.729], [-20.470, -5.157, 12.909], [-29.341, -2.851, 13.245], [-23.343, -12.967, 10.852], [-19.878, -13.738, 13.410], [-20.958, -12.912, 8.687], [-17.966, -4.720, 20.000], [-24.004, -4.667, 18.235], [-19.969, -7.843, 8.348], [-18.707, -9.710, 7.038], [-23.906, -12.689, 11.744], [-24.514, -1.034, 15.731], [-19.734, -6.268, 15.091], [-19.010, -4.988, 17.884], [-21.918, -7.180, 8.366], [-22.607, -2.863, 12.971], [-23.466, -10.865, 15.926], [-20.210, -1.480, 14.541], [-19.787, -12.037, 13.935], [-14.080, -7.628, 13.314], [-22.274, -12.634, 13.754], [-25.680, -4.723, 11.954], [-18.729, -14.302, 9.864], [-22.713, -14.454, 14.504], [-28.166, -3.462, 15.775], [-24.544, -8.735, 13.956], [-26.369, -5.835, 16.586], [-13.830, -3.592, 12.322], [-23.735, -13.950, 10.593], [-20.582, -10.548, 17.453], [-20.199, -10.800, 6.108], [-26.696, -6.561, 9.914], [-22.254, -6.427, 15.845], [-21.095, -4.193, 15.156], [-24.763, -7.663, 11.902], [-20.088, -13.044, 14.224], [-13.606, -8.539, 13.682], [-13.457, -4.563, 11.250], [-26.760, -4.575, 11.922], [-20.861, -6.087, 7.469], [-25.112, -4.103, 12.647], [-23.992, -3.741, 7.810], [-18.018, -6.382, 18.291], [-18.319, -1.055, 13.265], [-17.945, -4.979, 13.270], [-20.649, -8.367, 16.443], [-22.720, -1.925, 13.139], [-25.007, -5.219, 8.257], [-17.554, -8.429, 13.404], [-24.379, -5.147, 15.013], [-29.391, -5.410, 14.712], [-19.476, -2.513, 9.950], [-18.774, -5.698, 18.676], [-25.646, -5.663, 12.504], [-18.460, -13.755, 8.960], [-22.296, -9.104, 13.810], [-19.290, -2.015, 14.306], [-22.051, -13.009, 11.197], [-24.318, -8.863, 10.573], [-22.886, -9.843, 13.644], [-18.463, -5.500, 11.572]], "forces_ev_per_angstrom": [[0.4, 0.3, 1.2], [-0.4, 0.8, 0.3], [0.7, 1.1, 1.1], [0.0, -0.9, 0.2], [0.1, 2.3, -0.1], [0.4, -0.7, -0.3], [-0.7, -0.3, -0.2], [0.1, 0.9, 0.3], [-0.6, -2.3, -0.8], [-0.4, 0.1, 0.1], [0.2, 0.1, 0.5], [-0.7, -1.8, 1.0], [-1.0, 0.6, -0.7], [-0.3, -1.1, 0.1], [0.2, 0.0, 0.1], [1.1, -0.1, -1.9], [0.7, 1.4, -2.4], [0.0, 0.7, 0.2], [-0.4, -0.4, 0.7], [0.1, -0.2, 0.0], [-1.3, 1.1, 1.5], [1.5, 0.0, 0.0], [0.1, 0.8, -1.0], [-0.2, -0.9, -0.4], [0.0, -0.1, 0.6], [0.3, -0.1, -0.3], [0.2, 0.7, -0.7], [-0.4, -0.4, 1.6], [1.5, -0.8, 0.4], [0.1, 0.1, -0.5], [-0.3, 0.6, -0.8], [-0.4, -0.5, -0.4], [-0.2, -0.1, 0.3], [0.9, -0.1, -0.4], [-2.0, 0.6, -0.5], [0.2, -0.3, -0.1], [0.0, -1.3, 0.4], [0.7, 0.1, -2.4], [-0.5, 0.2, -0.2], [-0.7, 0.1, 0.2], [0.0, -0.1, -0.3], [-2.1, 0.4, -0.5], [-0.3, -1.3, -0.9], [-1.7, -1.8, -0.5], [0.1, -0.4, -0.6], [-0.1, -0.2, -0.2], [-0.1, -0.2, -0.2], [-0.1, -0.2, 0.1], [-0.5, 1.0, -1.6], [0.3, 0.6, -0.5], [0.2, -0.3, 0.1], [0.3, 0.1, 0.9], [0.5, 0.3, 0.6], [-2.1, 0.2, -1.4], [1.2, 1.9, 1.8], [-1.4, 0.2, -2.2], [0.0, 1.4, -1.3], [0.9, 1.4, 0.0], [-0.1, 0.2, 0.1], [-0.1, 0.2, 0.0], [0.1, -0.3, -0.7], [0.2, -1.0, -0.4], [1.6, 0.2, 0.3], [0.7, -0.8, 0.0], [-1.9, 0.9, 0.3], [0.5, -0.5, 0.0], [1.0, -0.4, -0.4], [0.1, 0.2, 0.3], [0.4, 0.1, 0.1], [0.5, -0.2, 0.4], [-0.1, 0.4, -0.3], [-0.9, -0.5, 1.3], [-0.5, 0.2, 0.2], [0.3, 0.6, 1.6], [0.3, 1.6, 0.9], [0.3, -0.6, 3.0], [1.1, 0.2, -1.4], [-0.5, -0.4, 0.4], [0.7, 0.2, -0.1], [0.0, 2.1, 1.3], [-0.9, 0.2, 0.1], [-0.3, -0.1, 0.3], [-2.8, -1.5, 0.4], [-0.9, -0.1, 0.1], [-0.1, 0.9, -0.1], [0.0, -0.5, -0.2], [0.0, -0.2, -0.4], [0.1, -0.4, -1.1], [0.7, 0.4, -0.3], [0.2, -0.2, -0.1], [-1.5, 1.9, -0.7], [2.0, 2.2, 3.2], [0.7, 0.3, -1.7], [-1.2, 0.5, -0.9], [-0.3, -0.1, -0.2], [0.1, 0.1, 0.4], [0.8, 0.4, -0.1], [-0.3, -0.2, 0.8], [0.0, 0.4, -0.5], [-0.4, -0.4, 0.1], [-0.2, 0.0, 0.0], [0.0, -1.1, 0.0], [0.4, -0.2, -0.2], [0.0, -1.0, 0.4], [3.3, -2.1, -0.2], [-0.5, -0.5, 0.2], [0.0, -0.4, 0.1], [-0.5, 0.2, 0.0], [-0.1, 0.2, -0.6], [-0.8, 0.6, 1.0], [-0.3, 0.0, 0.0], [1.7, 1.4, -1.8], [-1.5, -1.3, 1.6], [-0.3, 0.0, -0.2], [-3.3, 0.0, -0.3], [-0.2, 0.0, 0.0], [-0.5, 0.5, 3.7], [-0.4, -0.5, -0.6], [0.4, -0.3, -0.6], [0.4, -0.4, -0.7], [1.7, 1.7, 0.4], [-0.1, 0.3, 0.1], [-0.2, -0.5, 0.2], [-2.2, -0.1, -1.1], [-0.2, -0.1, 0.2], [0.0, 0.0, 0.1], [0.1, -0.1, -0.5], [-0.2, 0.0, 0.4], [0.4, -0.2, 0.6], [0.7, -0.1, 0.1], [-0.3, 1.6, 0.7], [0.7, 0.4, -0.6], [-0.4, -0.6, 1.4], [2.6, 0.0, -0.5], [0.2, -0.1, 0.1], [-0.7, 0.4, 0.1], [-0.4, 0.2, 0.8], [-0.1, -0.3, 0.1], [2.8, -3.0, -0.5], [0.1, -0.1, -0.5], [-0.3, 0.2, -0.2], [0.3, 0.2, -0.3], [0.3, 0.0, -0.4], [1.3, 0.9, -1.8], [-0.3, -1.8, -0.7], [-0.4, 0.0, -0.4], [-1.0, 0.1, 1.2], [-0.2, -0.2, -0.7], [-0.5, 1.6, 1.2], [0.1, 0.9, -0.2], [0.3, -0.2, -0.1], [-0.3, 0.7, -0.5], [1.3, 0.6, 0.2], [-0.4, -0.3, 0.4], [0.8, 1.2, -0.7], [-1.1, -1.3, 0.3], [-0.1, -0.3, -0.1], [0.5, -0.4, -0.6], [-1.9, -3.8, 2.6], [0.6, -0.2, -0.6], [0.3, 0.2, -0.2], [0.5, 0.4, 1.5], [0.1, 0.1, 0.2], [0.7, 1.1, 0.0], [0.5, -0.7, -0.5], [-1.0, 0.1, -0.3], [-0.3, 0.3, 0.3], [0.4, -1.3, 0.0], [4.4, -0.4, -0.1], [-0.4, -0.2, 0.7], [0.4, -0.7, -0.2], [0.1, 0.2, 0.2]], "lowdin_charge": [0.075, -0.236, -0.059, -0.092, -0.135, -0.075, 0.090, 0.085, -0.210, 0.111, 0.089, -0.056, 0.083, 0.090, 0.069, -0.117, 0.487, -0.070, 0.086, 0.085, -0.146, -0.943, -0.078, -0.227, 0.088, 0.061, -0.272, -0.212, -0.079, 0.090, 0.058, -0.082, 0.504, -0.089, -0.067, 0.108, 0.115, 0.522, 0.097, 0.006, 0.103, -0.212, -0.204, -0.235, 0.084, 0.096, 0.113, 0.064, -0.237, 0.063, 0.086, -0.285, 0.099, -0.212, 1.017, -0.135, -0.117, -0.261, 0.080, 0.110, -0.060, -0.051, 0.099, -0.264, -0.211, 0.009, -0.218, -0.065, 0.067, 0.091, 0.542, -0.212, 0.521, -0.239, -0.232, -0.248, -0.225, 0.088, 0.060, -0.186, 0.091, 0.094, -0.151, -1.054, 0.099, -0.194, -0.222, 0.085, 0.034, 0.519, -0.202, 0.407, 0.060, 0.458, 0.068, 0.077, 0.064, -0.011, 0.068, 0.070, 0.071, 0.069, 0.071, 0.072, -0.242, -0.093, -0.198, 0.087, 0.094, 0.075, 0.115, 0.477, -0.278, 0.073, -0.172, 0.104, -0.275, 0.432, 0.099, -0.240, -0.168, 0.087, 0.110, -0.291, 0.003, 0.073, 0.065, 0.103, 0.015, 0.110, -0.115, 0.101, -0.113, -0.129, 0.090, 0.113, 0.112, 0.107, 0.396, 0.096, 0.551, 0.095, -0.227, -0.276, -0.294, 0.071, -0.185, 0.088, -0.235, 0.079, 0.077, 0.077, 0.093, 0.010, 0.573, 0.069, 0.002, -0.051, -0.229, -0.101, 0.029, 0.114, 0.107, -0.993, 0.067, 0.086, 0.028, -0.986, -0.225, 0.094, -0.106, 0.096]}

(2)
{"formula": "C15H20N3O8S", "method": "ωB97M-V with the def2-TZVPD basis set", "homo_lumo_gap_ev": 7.1, "charge": -1, "max_force_ha_per_bohr": 0.0627, "elements": ["N", "C", "C", "H", "O", "H", "H", "C", "C", "O", "C", "H", "H", "C", "H", "N", "H", "H", "H", "O", "H", "S", "H", "C", "H", "C", "C", "O", "H", "C", "H", "C", "N", "C", "O", "H", "O", "C", "C", "H", "H", "O", "H", "H", "O", "H", "C"], "coordinates": [[-0.508, 2.072, -1.239], [-3.047, 2.223, -0.553], [1.907, -3.077, 0.935], [2.928, 0.629, 0.417], [2.975, -4.966, -0.825], [0.549, 4.518, 0.787], [-5.410, 3.444, -0.751], [4.438, -4.423, -3.016], [1.440, -2.098, 1.813], [1.265, 3.359, -1.289], [-1.771, 1.395, -0.858], [3.766, -1.097, -1.124], [-0.560, 0.686, 3.972], [-2.604, -0.749, 0.281], [-0.567, -0.160, 0.018], [-0.123, -0.098, 3.512], [-1.462, 0.826, 1.187], [-0.780, 3.402, 1.121], [-0.729, -0.442, 2.767], [-3.408, -0.859, -0.675], [1.590, -4.106, 1.089], [1.240, 0.529, 2.782], [-1.011, 4.717, -0.051], [-5.507, 2.367, -0.900], [-6.121, 2.178, -1.781], [-1.520, 0.332, 0.218], [3.122, -1.398, -0.303], [4.059, -3.387, -2.097], [3.554, -4.882, -3.472], [-0.301, 4.000, 0.351], [-2.027, 0.830, -1.756], [2.767, -2.751, -0.133], [-4.190, 1.761, -1.076], [1.818, -0.760, 1.641], [-3.048, 3.208, 0.179], [-5.988, 1.929, -0.025], [0.815, 1.739, 2.092], [2.651, -0.413, 0.571], [0.186, 3.108, -0.766], [5.057, -4.003, -3.814], [0.779, -2.387, 2.628], [-2.580, -1.470, 1.302], [-0.010, 1.620, -1.986], [5.017, -5.202, -2.508], [2.223, 0.841, 3.823], [-4.148, 0.807, -1.430], [3.274, -3.794, -1.057]], "forces_ev_per_angstrom": [[-1.8, -0.4, 0.1], [0.3, 0.9, 0.9], [0.2, 0.1, -0.2], [-0.1, -0.2, 0.0], [0.8, 1.5, -1.1], [0.1, -0.1, -0.2], [0.1, -0.2, 0.0], [0.0, -0.5, -0.1], [0.1, 0.1, 0.0], [0.7, 0.1, -0.4], [0.2, -0.7, -0.6], [-0.1, -0.1, 0.1], [-0.1, 0.2, 0.1], [-0.5, -0.7, 0.2], [0.1, 0.0, 0.0], [1.1, -1.1, -0.7], [0.1, 0.0, 0.0], [-0.2, 0.2, 0.0], [-0.6, -0.2, 0.0], [0.1, 0.2, -0.4], [0.1, 0.2, -0.1], [0.2, 2.9, 1.5], [-0.1, 0.0, 0.1], [0.7, -0.1, 0.4], [0.1, -0.1, 0.0], [-0.5, 0.6, 0.0], [-0.3, -0.1, 0.4], [-0.6, -0.1, 0.6], [0.1, 0.1, 0.2], [-0.2, -0.6, 0.1], [0.0, -0.1, 0.0], [0.0, 1.7, 0.3], [-0.3, -0.5, -1.3], [-0.2, -0.4, -0.1], [0.3, 0.1, -0.2], [-0.2, 0.1, 0.0], [0.5, -1.2, -0.7], [-0.1, 0.2, 0.2], [0.8, 1.2, 0.6], [-0.2, 0.3, 0.4], [0.1, 0.1, -0.2], [0.5, 0.2, 0.4], [0.0, -0.1, -0.1], [-0.2, 0.1, 0.0], [-0.7, -1.5, -1.1], [0.0, 0.0, 0.2], [-0.5, -2.2, 0.5]], "nbo_charge": [-0.604, 0.674, -0.164, 0.254, -0.594, 0.223, 0.217, -0.259, -0.198, -0.685, -0.125, 0.231, 0.406, 0.764, 0.213, -1.057, 0.215, 0.245, 0.428, -0.800, 0.242, 2.240, 0.233, -0.411, 0.191, -0.523, -0.181, -0.507, 0.195, -0.698, 0.222, -0.085, -0.618, -0.277, -0.671, 0.194, -0.950, -0.197, 0.692, 0.194, 0.251, -0.779, 0.397, 0.193, -0.934, 0.443, 0.758]}